# 1
A molecular structure, C29H29BaN7SbSe in a non-equilibrium geometry, computed with ωB97M-V/def2-TZVPD.

Each line ends with the Löwdin charge.
Atoms and positions in Å:
Ba (13.1790, 13.2626, 9.5518)  1.583
Sb (14.1525, 16.7342, 10.0390)  0.953
Se (9.7921, 11.5100, 10.9594)  1.093
N (13.7101, 13.8685, 6.7268)  -0.022
N (9.3822, 15.0151, 9.1304)  0.121
N (12.7353, 15.0078, 12.1556)  -0.029
N (15.7995, 14.3467, 9.2690)  -0.118
N (10.4360, 12.9657, 9.8517)  -0.339
N (8.2078, 12.1847, 11.1386)  -0.281
N (13.2899, 10.5845, 10.0193)  -0.160
C (16.4698, 11.9910, 8.8050)  -0.045
C (13.8841, 9.9320, 11.1019)  -0.115
C (14.3297, 16.5323, 13.1013)  -0.123
C (14.5080, 15.7204, 14.2552)  -0.053
C (7.0020, 14.2670, 10.4780)  -0.007
C (18.1870, 14.8655, 10.5977)  -0.048
C (14.2170, 16.1654, 5.9936)  -0.017
C (9.3895, 13.8521, 9.8627)  -0.402
C (17.1636, 15.8642, 10.4773)  -0.091
C (11.9527, 15.4667, 6.5633)  -0.069
C (14.4836, 6.3684, 9.9404)  -0.035
C (14.4832, 14.7225, 6.0618)  -0.331
C (12.3717, 14.1746, 6.6547)  -0.258
C (7.0063, 15.2874, 9.5645)  -0.021
C (8.1347, 13.4688, 10.6273)  -0.304
C (8.2357, 15.6429, 8.9766)  -0.105
C (16.6952, 13.3866, 9.3567)  -0.363
C (13.5833, 14.7139, 14.4282)  -0.059
C (11.6519, 13.4375, 13.7141)  -0.068
C (14.2903, 8.6186, 11.0770)  -0.016
C (12.9076, 16.5413, 6.2181)  -0.047
C (15.9668, 15.5063, 9.8497)  -0.586
C (12.9911, 9.7927, 9.0075)  -0.176
C (13.5476, 16.0649, 12.0007)  -0.603
C (12.6737, 14.4354, 13.4006)  -0.368
C (15.6335, 14.2505, 5.2666)  -0.034
C (13.2055, 8.3671, 8.9706)  0.021
C (14.0087, 7.7760, 9.9847)  -0.240
C (17.9454, 13.6899, 9.9562)  -0.051
H (12.8893, 7.7321, 8.1031)  0.134
H (16.0784, 13.2471, 5.4480)  0.090
H (17.4197, 11.5976, 8.4628)  0.078
H (13.6856, 5.7082, 10.0301)  0.066
H (11.7578, 13.3211, 6.6849)  0.083
H (13.5534, 14.1150, 15.2897)  0.097
H (8.2484, 16.4431, 8.2952)  0.103
H (6.1442, 13.9406, 11.0186)  0.119
H (15.2773, 6.2163, 10.7160)  0.103
H (10.8100, 13.4718, 13.0247)  0.037
H (17.3264, 16.9077, 10.7613)  0.092
H (14.0199, 10.4845, 11.9746)  0.091
H (14.9965, 6.0795, 8.9914)  0.108
H (18.6991, 12.9107, 9.9011)  0.109
H (11.2715, 13.6498, 14.7300)  0.098
H (16.0314, 11.3096, 9.5487)  0.061
H (6.1154, 15.8939, 9.3418)  0.127
H (16.5055, 14.9270, 5.4599)  0.101
H (15.4701, 14.3924, 4.2345)  0.074
H (14.9146, 8.2694, 11.8762)  0.116
H (15.7827, 12.1100, 7.9083)  0.076
H (10.9855, 15.8471, 6.8925)  0.090
H (15.2959, 15.9326, 15.0232)  0.124
H (14.8181, 17.4992, 12.9780)  0.077
H (15.0086, 16.9123, 5.8580)  0.124
H (12.6660, 10.2168, 8.0475)  0.113
H (12.0950, 12.3948, 13.6624)  0.097
H (19.0474, 15.0275, 11.2657)  0.118
H (12.5543, 17.5552, 6.3396)  0.107

## Properties
LUMO ... -4.2 eV
Molecular weight ... 813.65 g/mol
Orbital gap ... 3.571 eV
HOMO level ... -7.79 eV
Total charge ... +1

# 2
A molecular structure, C29H29BrF6IN4O6S2W in a non-equilibrium geometry, computed with ωB97M-V/def2-TZVPD.

Each line ends with the Löwdin charge.
Atoms and positions in Å:
W (0.4598, -0.0900, -0.0824)  1.809
I (-0.7792, 2.8317, -1.4966)  1.245
Br (0.7640, 5.7980, -2.5216)  0.760
S (0.3867, -5.0183, -1.5662)  0.908
S (-1.8591, -4.9182, 0.0430)  0.580
F (-0.4017, -4.5371, -4.0512)  0.159
F (-1.4142, -7.2610, 1.1280)  0.170
F (0.0433, -5.7345, 1.6165)  0.106
F (1.0794, -3.1636, -3.2566)  0.094
F (-0.9847, -3.0140, -2.6225)  0.100
F (-1.9145, -5.6909, 2.5421)  0.146
O (0.5737, -2.2035, 0.0288)  -0.216
O (-3.2782, -5.0432, 0.0274)  -0.238
O (0.0072, -0.2383, -1.8708)  -0.293
O (-1.3767, -3.6010, 0.5306)  -0.343
O (1.0401, -6.1512, -2.2185)  -0.422
O (0.9100, 1.4759, 0.9493)  -0.346
N (2.4637, -0.4307, 0.1438)  -0.111
N (0.6088, -0.9121, 2.2526)  -0.240
N (-1.1796, -5.4154, -1.2285)  -0.368
N (-1.5866, -0.0833, 0.3407)  -0.113
C (-1.9490, 0.4482, 1.6821)  -0.180
C (-2.5262, -0.1874, -0.5358)  -0.055
C (-1.8633, -0.5699, 2.8048)  -0.132
C (3.7665, 3.9985, -0.6611)  -0.069
C (2.7002, 1.8456, -0.5701)  -0.191
C (-0.6702, -1.5128, 2.7321)  -0.169
C (2.8561, -1.8318, 0.0433)  -0.119
C (1.0710, 0.0753, 3.2522)  -0.049
C (-1.0356, -0.3576, -3.9933)  0.008
C (-0.4307, 6.7449, 1.3096)  -0.062
C (2.1549, 3.5275, 1.0746)  -0.009
C (-1.2671, -5.9815, 1.4156)  -0.680
C (-3.4421, -0.5855, -4.1183)  -0.035
C (3.0813, 4.3852, 0.4773)  -0.059
C (3.5808, 2.7152, -1.1773)  -0.015
C (0.0958, 6.7847, 0.0287)  -0.121
C (-2.1981, -0.4999, -4.7365)  -0.017
C (1.9494, 2.2889, 0.5195)  -0.343
C (1.6103, -2.0200, 2.1995)  -0.094
C (0.0026, 5.6757, -0.8030)  -0.745
C (-0.6229, 4.5270, -0.3363)  -0.717
C (2.5483, 0.4054, -0.8980)  -0.164
C (-1.1605, 4.4897, 0.9443)  -0.160
C (-0.0209, -3.8848, -2.9693)  -0.740
C (-3.5257, -0.4992, -2.7426)  0.005
C (-1.0605, 5.5983, 1.7704)  -0.073
C (-2.3712, -0.3520, -1.9689)  -0.176
C (-1.1356, -0.3038, -2.6198)  -0.364
C (1.7605, -2.5588, 0.7740)  -0.290
H (1.3048, -2.8095, 2.8871)  0.139
H (4.1508, 2.3862, -2.0385)  0.123
H (-2.7558, -1.1979, 2.8089)  0.131
H (-0.9158, -2.3458, 2.0827)  0.089
H (-0.3489, 7.6155, 1.9460)  0.114
H (4.4543, 4.6788, -1.1426)  0.112
H (0.3539, 0.8854, 3.3455)  0.086
H (-2.9570, 0.8592, 1.6238)  0.129
H (-4.3361, -0.7182, -4.7098)  0.119
H (2.9107, -2.1630, -0.9993)  0.138
H (1.1862, -0.4163, 4.2219)  0.113
H (-0.0609, -0.3158, -4.4588)  0.137
H (-4.4879, -0.5495, -2.2479)  0.129
H (-1.6544, 3.5935, 1.2941)  0.083
H (0.5855, 7.6767, -0.3366)  0.107
H (2.0224, 0.4961, 2.9391)  0.096
H (2.9781, 0.0035, -1.8172)  0.149
H (2.5747, -1.6396, 2.5310)  0.133
H (-1.2660, 1.2733, 1.8889)  0.086
H (1.5810, 3.8357, 1.9399)  0.124
H (3.8256, -1.9947, 0.5163)  0.147
H (-0.4943, -1.9250, 3.7304)  0.138
H (1.9185, -3.6355, 0.7469)  0.150
H (-1.8650, -0.0099, 3.7418)  0.123
H (3.2412, 5.3678, 0.9007)  0.116
H (-2.1303, -0.5503, -5.8150)  0.124
H (-0.2468, -2.8412, 0.2482)  0.030
H (-1.4756, 5.5647, 2.7688)  0.112
H (-3.5531, -0.0885, -0.1824)  0.153

## Properties
LUMO (spin up / spin down) ... -4.8 / -4.8 eV
Molecular weight ... 1098.34 g/mol
Orbital gap (spin up / spin down) ... 6.456 / 6.448 eV
HOMO level (spin up / spin down) ... -11.26 / -11.26 eV
ΔE to the lowest compared entry with this formula, charge and spin ... 105.7 kJ/mol
Total charge ... +1

# 3
A molecular structure, C29H29F3N3O4S2V, computed with ωB97M-V/def2-TZVPD.

Each line ends with the Mulliken spin population.
Atoms and positions in Å:
V (0.7070, -0.9060, 0.0581)  1.644
S (2.3244, -1.9921, -1.3640)  -0.068
S (2.2908, 1.0566, 1.3549)  -0.028
F (4.5307, 1.5073, -0.0062)  0.000
F (3.5145, 3.2827, 0.7062)  0.000
F (4.6197, 2.0344, 2.0843)  -0.001
O (2.6967, -0.3193, 1.1724)  -0.005
O (1.8981, 1.5508, 2.6403)  0.001
O (1.2958, 0.6670, -1.0423)  0.006
O (-0.0719, -0.6389, 1.7999)  -0.009
N (0.8166, -2.9890, 0.8414)  -0.009
N (2.6814, -4.6037, -1.6716)  -0.001
N (1.3394, -4.0315, 0.0736)  -0.001
C (-1.4226, 4.6919, 0.6210)  -0.005
C (3.8358, 2.0265, 1.0012)  -0.006
C (-0.8240, -1.5151, -1.3550)  -0.210
C (-1.9268, 0.4944, -1.2596)  -0.130
C (-1.2339, 0.4517, -2.5240)  -0.045
C (-0.8994, -2.5523, 5.3516)  0.008
C (-0.7409, 2.5219, 1.3307)  -0.001
C (-0.0986, -2.6468, 3.0715)  0.008
C (-1.1983, 1.5990, -3.4804)  0.001
C (0.1522, 2.4282, 0.2649)  0.016
C (-0.5524, 4.6168, -0.4415)  0.003
C (-0.7920, -0.5347, 4.0222)  0.007
C (0.2053, -1.2094, -3.7826)  0.013
C (-1.5320, 3.6365, 1.5307)  0.006
C (1.1867, 3.5474, -1.7792)  -0.007
C (-2.8581, 1.5940, -0.8880)  -0.012
C (-1.7174, -0.6897, -0.5678)  0.032
C (-0.6025, -0.7472, -2.6177)  -0.049
C (-1.0836, -1.1718, 5.2045)  -0.001
C (-1.1568, -2.9844, -1.5156)  0.030
C (-0.2987, -1.2611, 2.9146)  -0.013
C (2.0566, 2.5588, -2.2821)  0.015
C (2.0513, -3.6355, -0.9214)  0.017
C (2.1782, 1.2445, -2.0066)  -0.038
C (1.0204, 1.2382, 0.1870)  -0.114
C (-0.4053, -3.2707, 4.2882)  -0.004
C (0.2890, 3.4925, -0.6763)  0.002
C (-2.5460, -1.1514, 0.5930)  -0.041
C (0.4501, -3.4201, 1.9950)  0.030
H (-0.7913, 1.6767, 2.0041)  -0.002
H (-0.2402, -4.3392, 4.3805)  0.000
H (0.2295, -2.2985, -3.8517)  -0.001
H (1.2399, -0.8651, -3.7122)  -0.009
H (-3.5764, -1.3439, 0.2736)  0.004
H (-2.0258, 5.5848, 0.7465)  0.000
H (-0.6211, 2.4297, -3.0593)  0.001
H (-2.5778, -0.4086, 1.3910)  0.005
H (2.7638, 2.8922, -3.0377)  -0.001
H (-1.1331, -3.0405, 6.2884)  0.001
H (2.9315, 0.5545, -2.3454)  0.004
H (-3.2550, 1.4724, 0.1174)  0.000
H (-0.7188, 1.3203, -4.4188)  0.001
H (-2.2170, 3.6880, 2.3676)  0.000
H (-3.6959, 1.6223, -1.5935)  -0.010
H (2.8907, -4.3438, -2.6204)  0.000
H (-1.3321, -3.4816, -0.5633)  -0.004
H (1.2372, 4.5071, -2.2807)  0.000
H (-0.3622, -3.5297, -2.0247)  -0.002
H (-0.4774, 5.4511, -1.1309)  0.000
H (2.3212, -5.5358, -1.5410)  0.000
H (-2.1585, -2.0734, 1.0250)  -0.002
H (-0.2140, -0.8172, -4.7108)  -0.003
H (0.5968, -4.4842, 2.1787)  0.000
H (-0.9122, 0.5352, 3.9163)  0.002
H (-2.3558, 2.5628, -0.9396)  -0.013
H (-2.0659, -3.0800, -2.1216)  -0.012
H (-1.4557, -0.5919, 6.0413)  0.000
H (-2.2038, 1.9662, -3.7040)  0.001

## Properties
LUMO (spin up / spin down) ... 1.6 / 2.5 eV
Molecular weight ... 655.64 g/mol
Orbital gap (spin up / spin down) ... 4.425 / 5.350 eV
HOMO level (spin up / spin down) ... -2.79 / -2.82 eV
ΔE to the lowest compared entry with this formula, charge and spin ... 278.6 kJ/mol
Multiplicity ... 2
Total charge ... -1

- The lowest molecular weight belongs to which entry?
  C29H29F3N3O4S2V

- Among the records above, which one has the lowest total charge?
  C29H29F3N3O4S2V

- What is the total charge in the third record?
  -1

- What is the total charge in the second record?
  +1